Formula: C17H13N3O4Se4Zr
Source: the OMol25 dataset
Level of theory: wB97M-V/def2-TZVPD

Results
* lowest unoccupied orbital energy: -1.27 eV

XYZ file:
```
42
Properties=species:S:1:pos:R:3:mulliken_charge:R:1
Zr 2.164 1.077 0.639 1.355
C 4.044 -1.257 -1.319 -1.241
O 2.869 -0.984 -0.538 -0.100
C 2.115 -2.091 -0.167 0.137
C 2.616 -3.378 -0.151 -0.573
C 1.782 -4.419 0.239 -0.737
C 0.470 -4.169 0.603 -0.789
C -0.020 -2.873 0.588 -0.357
C 0.803 -1.827 0.207 0.475
N 0.426 -0.460 0.213 0.702
N -0.819 -0.296 0.037 -0.534
C -1.359 0.933 -0.134 -0.161
C -0.582 2.066 -0.446 0.853
O 0.709 2.020 -0.420 -0.415
C -1.221 3.275 -0.862 -0.899
C -2.569 3.345 -0.907 -0.804
C -3.403 2.223 -0.581 0.642
C -4.805 2.321 -0.647 -0.861
C -5.594 1.238 -0.355 -0.536
C -4.996 0.024 0.012 -0.709
C -3.629 -0.091 0.088 -0.305
C -2.808 1.011 -0.209 0.651
H 3.823 -2.051 -2.028 0.554
H 4.874 -1.533 -0.669 0.350
H 4.287 -0.349 -1.855 0.338
H 3.643 -3.573 -0.421 0.500
H 2.170 -5.428 0.266 0.405
H -0.173 -4.981 0.915 0.391
H -1.034 -2.649 0.887 0.428
H -0.596 4.121 -1.111 0.470
H -3.054 4.269 -1.200 0.364
H -5.248 3.266 -0.935 0.386
H -6.672 1.316 -0.408 0.388
H -5.616 -0.834 0.239 0.407
H -3.168 -1.026 0.373 0.405
Se 2.504 -0.536 2.756 -0.279
Se 0.952 1.120 3.183 -0.192
Se 2.324 2.976 3.757 -0.111
Se 2.523 3.618 1.523 -0.299
O 4.439 1.113 0.521 -0.296
N 4.497 1.630 -0.616 0.268
O 3.333 1.843 -1.069 -0.270
```



Formula: C17H13NO4
Source: the OMol25 dataset
Level of theory: wB97M-V/def2-TZVPD

Results
* lowest unoccupied orbital energy: -0.27 eV
* SMILES: CC1(C)c2ccccc2-n2c1cc1oc(O)cc(=O)c1c2=O

XYZ file:
```
35
Properties=species:S:1:pos:R:3:mulliken_charge:R:1
O 0.320 1.806 -3.664 -0.634
O -1.164 1.009 -1.505 -0.686
O 4.568 -0.192 -4.184 -0.512
O 2.980 -1.044 -2.737 -0.388
C 1.108 0.970 -3.261 0.306
C -0.186 0.289 -1.230 0.149
C 3.233 -0.180 -3.749 0.735
C 2.404 0.811 -3.999 -0.577
C 1.940 -1.396 -0.577 -0.362
C 1.914 -0.775 -1.838 0.167
C 0.905 0.168 -2.139 0.443
C 0.917 -1.183 0.324 -0.497
C -3.358 -0.246 1.999 -0.414
C -2.972 -1.151 2.973 -0.664
C -2.465 0.294 1.151 -0.821
C -1.660 -1.621 2.982 -0.173
C -1.170 -0.283 1.080 -0.470
C -0.837 -1.321 1.924 0.057
N -0.115 -0.303 0.005 0.039
C 0.361 -3.400 1.395 -1.740
C 1.483 -1.546 2.745 -1.704
C 0.508 -1.890 1.599 2.580
H 4.711 0.553 -4.813 0.328
H 2.785 1.542 -4.732 0.176
H 2.732 -1.994 -0.307 0.686
H -4.369 0.208 2.044 0.319
H -3.714 -1.415 3.703 0.412
H -2.833 1.088 0.476 0.373
H -1.301 -2.295 3.788 0.362
H -0.615 -3.530 1.006 0.476
H 1.171 -3.749 0.838 0.448
H 0.459 -3.968 2.357 0.343
H 1.503 -2.324 3.520 0.405
H 1.143 -0.644 3.191 0.490
H 2.518 -1.522 2.457 0.348
```



Formula: C17H14Br2GdO2
Source: the OMol25 dataset
Level of theory: wB97M-V/def2-TZVPD

Results
* lowest unoccupied orbital energy (spin up / spin down): 2.44 / 2.44 eV
* charge: -1
* multiplicity: 8

XYZ file:
```
36
Properties=species:S:1:pos:R:3:mulliken_spin:R:1
C -1.613 -0.690 -1.412 -0.010
C -2.009 -1.173 -0.123 -0.008
C -1.775 -0.144 0.832 -0.008
H -2.508 -2.122 0.080 0.001
C -1.146 0.942 0.154 -0.011
C -1.094 0.637 -1.229 -0.008
H -0.748 1.292 -2.008 0.003
H -1.794 -1.188 -2.363 0.002
H -2.112 -0.092 1.867 0.000
H -0.841 1.867 0.586 0.001
Gd 0.855 -0.831 -0.595 7.094
Br 1.370 -3.433 -0.948 -0.017
C 2.210 0.666 -3.061 0.001
C 1.201 1.445 -3.692 -0.003
C 0.193 0.562 -4.185 -0.006
H 1.208 2.527 -3.824 -0.001
C 0.562 -0.766 -3.849 -0.001
C 1.810 -0.711 -3.141 -0.003
H 2.372 -1.573 -2.780 -0.005
H 3.173 1.034 -2.709 0.001
H -0.700 0.862 -4.734 0.000
H 0.056 -1.670 -4.182 0.001
Br -0.310 2.027 3.420 0.000
C 0.860 0.816 4.256 -0.001
C 0.984 0.838 5.654 0.001
C 1.375 -0.327 6.335 -0.001
C 1.696 -1.479 5.598 0.001
C 1.917 -1.358 4.224 -0.001
C 1.490 -0.219 3.535 0.001
C 1.356 -0.356 2.062 -0.008
O 0.868 -1.470 1.655 -0.009
O 1.671 0.548 1.210 -0.005
H 0.717 1.738 6.208 0.000
H 1.386 -0.329 7.435 0.000
H 1.786 -2.449 6.107 0.000
H 2.376 -2.183 3.681 0.000
```



Formula: C17H14Br2N3O7Ti
Source: the OMol25 dataset
Level of theory: wB97M-V/def2-TZVPD

Results
* lowest unoccupied orbital energy: 2.19 eV
* charge: -1

XYZ file:
```
44
Properties=species:S:1:pos:R:3:mulliken_charge:R:1
Ti 0.119 -0.434 0.078 0.465
N -0.838 1.611 1.869 -0.378
C -1.773 2.231 0.942 -0.547
C -1.104 2.387 -0.415 0.315
O -1.325 3.387 -1.095 -0.730
N -0.330 1.349 -0.782 0.455
C 0.345 1.521 -2.056 -0.560
C 1.377 0.426 -2.280 0.283
O 2.010 0.366 -3.317 -0.743
O 1.508 -0.438 -1.302 -0.477
H -1.239 1.499 2.792 0.240
H 0.011 2.159 1.957 0.216
H -2.133 3.215 1.248 0.356
H -2.633 1.565 0.820 0.185
H 0.837 2.495 -2.114 0.546
H -0.361 1.481 -2.890 0.296
O -3.082 -4.372 -4.183 -0.557
C -2.443 -3.328 -3.597 1.161
C -1.059 -3.254 -3.505 -0.773
C -0.503 -2.170 -2.857 -0.782
N -1.232 -1.171 -2.343 0.171
C -2.537 -1.252 -2.489 0.021
Br -3.554 0.228 -1.857 -0.146
C -3.217 -2.298 -3.084 -0.659
H -2.428 -5.021 -4.463 0.290
H -0.422 -4.037 -3.896 0.260
H 0.568 -2.085 -2.728 0.547
H -4.294 -2.313 -3.157 0.423
Br 0.429 -3.056 0.122 -0.519
C -0.822 -1.434 2.955 -0.414
C -1.762 -2.139 3.699 -0.428
C -1.469 -2.456 5.013 -0.573
C -0.260 -2.053 5.568 -0.463
C 0.665 -1.333 4.827 -0.791
C 0.408 -1.023 3.496 0.512
C 1.472 -0.190 2.750 0.122
O 2.260 0.409 3.460 -0.703
O 1.459 -0.068 1.457 -0.267
H -2.692 -2.444 3.239 0.497
H -2.179 -3.019 5.607 0.397
H -0.034 -2.305 6.597 0.400
H 1.597 -1.002 5.261 0.502
O -1.837 -0.880 0.748 -0.720
C -0.939 -1.066 1.566 1.566
```



Formula: C17H14BrNO2S2Y
Source: the OMol25 dataset
Level of theory: wB97M-V/def2-TZVPD

Results
* lowest unoccupied orbital energy: 0.52 eV
* charge: -1

XYZ file:
```
38
Properties=species:S:1:pos:R:3:mulliken_charge:R:1
C 2.695 0.053 -0.278 -0.329
C 1.942 1.249 -0.537 -0.717
C 1.418 1.721 0.716 -0.229
H 1.800 1.727 -1.512 0.360
C 1.802 0.784 1.740 -0.757
C 2.606 -0.234 1.121 -0.388
H 3.108 -1.062 1.635 0.395
H 3.252 -0.549 -1.015 0.484
H 0.867 2.657 0.866 0.467
H 1.553 0.831 2.801 0.431
Y 0.173 -0.382 0.157 0.920
Br 0.711 -2.389 -1.385 -0.340
C 1.384 -5.964 -1.061 -0.518
C 2.408 -5.980 -0.065 -0.538
C 3.628 -5.556 -0.679 -0.561
H 2.286 -6.277 0.975 0.375
C 3.357 -5.280 -2.056 -0.496
C 1.969 -5.529 -2.291 -0.646
H 1.448 -5.408 -3.239 0.393
H 0.342 -6.240 -0.912 0.350
H 4.597 -5.472 -0.188 0.380
H 4.082 -4.952 -2.799 0.348
O -1.311 2.539 3.124 -0.589
S -2.276 1.916 2.252 1.006
O -3.315 1.109 2.847 -0.627
N -1.535 1.116 0.954 -0.448
C -1.886 1.606 -0.266 0.833
S -1.366 0.861 -1.700 -0.411
C -2.667 2.822 -0.180 0.231
C -3.016 3.746 -1.179 -0.553
C -3.771 4.863 -0.799 -0.505
C -4.143 5.064 0.551 -0.436
C -3.727 4.181 1.553 -0.526
C -2.962 3.092 1.159 0.115
H -2.667 3.553 -2.208 0.381
H -4.073 5.585 -1.563 0.369
H -4.747 5.927 0.844 0.360
H -3.964 4.272 2.614 0.417
```



Formula: C17H14Cl2CuN3O2
Source: the OMol25 dataset
Level of theory: wB97M-V/def2-TZVPD

Results
* lowest unoccupied orbital energy: 0.09 eV

XYZ file:
```
39
Properties=species:S:1:pos:R:3:mulliken_charge:R:1
Cu -1.815 1.079 1.622 0.066
N -1.851 0.556 5.602 -0.053
C -1.485 1.884 5.579 -0.391
C -1.433 2.225 4.267 -0.473
N -1.762 1.124 3.496 0.243
C -2.006 0.139 4.333 -0.336
H -1.980 -0.009 6.422 0.192
H -1.300 2.451 6.474 0.391
H -1.187 3.172 3.819 0.430
H -2.290 -0.864 4.061 0.393
Cl 1.586 0.001 0.644 -0.164
C 1.197 -1.615 0.157 1.131
C 1.748 -2.668 0.869 -0.734
C 1.391 -3.967 0.552 -0.344
C 0.482 -4.210 -0.465 -0.549
C -0.036 -3.146 -1.185 0.587
Cl -1.156 -3.485 -2.464 -0.208
C 0.320 -1.819 -0.913 -1.371
N -0.219 -0.760 -1.665 0.166
C 0.592 0.114 -2.391 0.653
C 1.873 -0.258 -2.799 -0.512
C 2.686 0.632 -3.481 -0.671
C 2.230 1.908 -3.777 -0.740
C 0.944 2.262 -3.397 -0.636
C 0.107 1.387 -2.717 0.519
C -1.288 1.823 -2.341 -1.217
C -1.447 2.005 -0.840 1.060
O -1.258 3.090 -0.309 -0.665
O -1.868 0.940 -0.216 -0.773
H 2.438 -2.458 1.676 0.430
H 1.814 -4.795 1.108 0.370
H 0.178 -5.217 -0.714 0.422
H -1.036 -0.334 -1.235 0.423
H 2.235 -1.252 -2.562 0.465
H 3.683 0.326 -3.775 0.381
H 2.860 2.614 -4.301 0.369
H 0.571 3.253 -3.628 0.338
H -2.024 1.093 -2.689 0.316
H -1.495 2.779 -2.817 0.490
```



| no. | molar mass (g/mol) |
| --- | --- |
| 1 | 730.37 |
| 2 | 295.29 |
| 3 | 567.36 |
| 4 | 579.99 |
| 5 | 497.25 |
| 6 | 426.77 |